CHF3O3PS | ωB97M-V/def2-TZVPD

```
10
Properties=species:S:1:pos:R:3:forces:R:3
S 0.337849 -0.436442 -0.593967 -2.8051 -0.7068 -2.9638
P 1.122236 1.430019 -0.996461 -0.0459 -0.2892 -0.6220
F -2.291273 0.473764 -0.380270 1.0470 -0.6685 0.0684
F -1.192645 0.292817 1.482402 -0.1461 -0.6868 -0.6092
F -1.988995 -1.501337 0.459871 0.6631 0.5447 0.0081
O -0.149376 -1.227891 -1.753186 0.8153 1.2838 0.8144
O 1.116044 -1.128312 0.370336 1.2149 -0.9665 1.8087
O 1.935112 1.562173 0.443324 -0.7163 2.0836 0.4073
C -1.358688 -0.314240 0.257086 -0.9712 0.9834 0.9671
H 2.469736 0.849448 0.710866 0.9441 -1.5778 0.1211
```
Positions in Å, forces in eV/Å.

As for the SMILES: O=[S@@]([O-])(=PO)C(F)(F)F. The energy above the lowest of the compared OMol25 structures with the same formula, charge and spin is 2.261 eV. Its net charge is -1. The orbital gap is 7.182 eV.